A structure of composition C3H2NaO3, computed with wB97M-V/def2-TZVPD.

Relative energy (zero: lowest compared OMol25 entry of this formula, charge and spin), kcal/mol: 16.78
DFT total energy, hartree: -503.2483
E_HOMO, eV: -13.343
HOMO-LUMO gap, eV: 9.00
Total charge: +1
Lowest unoccupied orbital energy, eV: -4.3

Geometry (Å):
C 0.773 0.175 -0.248
C -0.452 -0.531 -0.162
O -1.616 0.251 -0.697
C -2.001 0.310 0.479
O -2.688 0.696 1.328
O 1.881 -0.379 -0.191
H 0.683 1.269 -0.406
H -0.579 -1.606 -0.277
Na 3.999 -0.184 0.175

Atomic partial charges in e from the Mulliken method, atoms 1 to 2:
1 C 0.039
2 C -0.311

The molecule C3H2O, computed with wB97M-V/def2-TZVPD.

Relative energy (zero: lowest compared OMol25 entry of this formula, charge and spin), kcal/mol: 23.89
DFT total energy, hartree: -190.6244
E_HOMO, eV: -10.508
HOMO-LUMO gap, eV: 10.52
Lowest unoccupied orbital energy, eV: 0.0
SMILES: C#CC=O

Geometry (Å):
O -2.081 0.430 -0.420
C -0.981 0.028 -0.177
C 0.327 0.710 -0.237
C 1.386 0.253 0.135
H -0.763 -0.998 0.179
H 2.112 -0.424 0.519

Atomic partial charges in e from the Mulliken method, atoms 1 to 2:
1 O -0.437
2 C 0.215